Molecular formula: C17H12Cl2N2O6S
Method: DFT, wB97M-V/def2-TZVPD

Relative energy (zero: lowest compared OMol25 entry of this formula, charge and spin) ... 301.55 kJ/mol
Orbital gap ... 8.02 eV
Structure (SMILES) ... CS(=O)(=O)Oc1ccc2c(NC(N)=O)c(C(=O)c3ccc(Cl)cc3Cl)oc2c1
Net charge ... 0
Multiplicity ... 1
Calculated total energy ... -2534.46651 hartree

Structure (XYZ):
```
40
C17H12Cl2N2O6S wB97M-V/def2-TZVPD
C 3.60074 5.29237 1.64499
S 1.96760 4.86235 1.01027
O 1.45318 6.06172 0.38522
O 1.22171 4.38262 2.15712
O 2.50249 3.63927 -0.04539
C 1.52835 2.83295 -0.52377
C 0.24952 3.24019 -0.99070
C -0.70801 2.30048 -1.47622
C -0.41369 0.93448 -1.26439
C -1.18979 -0.21778 -1.52530
N -2.51837 0.04899 -1.92202
C -3.37776 -0.80378 -2.58467
N -2.95612 -1.80627 -3.28870
O -4.54316 -0.62998 -2.69435
C -0.37024 -1.29748 -1.19063
C -0.51976 -2.77458 -0.85753
O -1.26568 -3.38648 -1.64634
C -0.26653 -3.31844 0.53868
C -0.69963 -2.53923 1.57949
C -0.58716 -3.09133 2.85403
C -0.20684 -4.38082 3.12031
Cl -0.24318 -4.94065 4.81521
C 0.13427 -5.18662 2.08193
C 0.22646 -4.63610 0.84095
Cl 0.90517 -5.78614 -0.38063
O 0.89040 -0.87128 -0.84507
C 0.85832 0.56389 -0.91694
C 1.85343 1.47652 -0.66129
H 3.53089 6.06255 2.35248
H 4.03051 4.39139 2.16517
H 4.25689 5.53025 0.84171
H -0.12909 4.32425 -0.95487
H -1.69075 2.62251 -1.72524
H -3.01433 0.86215 -1.62131
H -3.60788 -2.63771 -3.22287
H -2.02765 -2.11458 -3.00041
H -1.18907 -1.60226 1.37490
H -0.81302 -2.37469 3.71704
H 0.31566 -6.19544 2.18322
H 2.81211 1.16274 -0.32411
```

=====

Molecular formula: C17H12Cl44NO6S3
Method: DFT, wB97M-V/def2-TZVPD

Relative energy (zero: lowest compared OMol25 entry of this formula, charge and spin) ... 172.48 kJ/mol
Orbital gap ... 7.68 eV
Net charge ... -1
Multiplicity ... 1
Calculated total energy ... -22604.08024 hartree

Structure (XYZ):
```
83
C17H12Cl44NO6S3 wB97M-V/def2-TZVPD
C 3.73464 -2.18408 0.22364
C 4.68447 -1.28573 -0.55606
O 5.37699 -1.77387 -1.35168
O 4.77851 0.03703 -0.31386
C 3.51447 0.69810 -0.12860
C 2.68218 0.80622 -1.39950
C 1.19871 1.17377 -1.08325
C 0.42961 -0.14845 -0.92324
S -1.11046 0.02101 -0.02553
O -0.92562 0.99106 1.03143
O -1.33914 -1.27761 0.57064
N -2.31133 0.51023 -1.00300
S -3.68382 -0.27549 -0.65205
O -4.73276 0.38995 -1.36368
O -3.96464 -0.32542 0.74628
S -3.52786 -2.21137 -1.45459
H 4.04690 -3.21256 0.07811
H 2.72304 -2.10950 -0.19063
H 3.66340 -1.92923 1.28441
H 2.97080 0.24103 0.70793
H 3.74584 1.71297 0.19954
H 2.65876 -0.19122 -1.84702
H 3.12108 1.46368 -2.14820
H 0.82811 1.76692 -1.92771
H 1.12036 1.78738 -0.18633
H 0.29606 -0.64988 -1.89398
H 1.06222 -0.77912 -0.29707
H -3.67056 -2.03137 -2.78946
C 1.87737 -2.39906 -4.92167
Cl 1.29722 -3.92590 -4.24605
Cl 1.13631 -2.13755 -6.50735
Cl 1.43678 -1.07352 -3.83509
Cl 3.63541 -2.45730 -5.08923
C -1.08957 -3.61571 -9.53482
Cl -0.28463 -4.82862 -8.53410
Cl -0.84411 -4.00387 -11.24366
Cl -2.81930 -3.60716 -9.17464
Cl -0.41009 -2.01774 -9.19281
C -0.07185 -2.88639 3.89150
Cl -0.79258 -4.48964 4.11661
Cl 1.05392 -2.93986 2.52452
Cl -1.33515 -1.70763 3.56955
Cl 0.81449 -2.42511 5.35817
C -4.66083 1.14052 4.05895
Cl -4.58344 2.90812 4.17889
Cl -5.97833 0.67932 2.98283
Cl -3.15136 0.51550 3.41001
Cl -4.94095 0.45632 5.67472
C 1.10542 4.54547 -3.73699
Cl 1.29603 4.99902 -2.03620
Cl 1.80356 2.94094 -3.98814
Cl -0.61142 4.50946 -4.14387
Cl 1.93665 5.71931 -4.77048
C 4.58016 -1.98782 7.12747
Cl 2.90362 -1.58265 7.50730
Cl 5.14285 -3.25917 8.22277
Cl 4.68249 -2.55922 5.45886
Cl 5.59286 -0.55110 7.32330
C -4.01213 5.84257 1.35749
Cl -3.28056 4.26819 1.07900
Cl -5.74024 5.76773 0.98739
Cl -3.79441 6.30641 3.05434
Cl -3.23962 7.05139 0.31716
C 3.43854 9.37210 -3.27157
Cl 2.99106 7.77112 -2.68263
Cl 2.70846 9.63686 -4.86259
Cl 2.85581 10.60552 -2.14506
Cl 5.19962 9.48417 -3.40744
C -0.33688 -8.19339 2.48427
Cl -1.08753 -9.77170 2.19958
Cl -0.93519 -7.52110 4.00442
Cl 1.41949 -8.38504 2.57763
Cl -0.74166 -7.09815 1.16085
C 1.18410 3.20027 2.98213
Cl 1.46018 1.55520 3.57153
Cl -0.46980 3.35735 2.41752
Cl 1.48308 4.35389 4.29742
Cl 2.30649 3.54590 1.65052
C -7.51732 -3.31951 2.95148
Cl -6.40103 -2.23497 2.13500
Cl -8.41704 -4.26927 1.75484
Cl -6.61464 -4.41609 4.00957
Cl -8.65766 -2.37450 3.92482
```

=====

Molecular formula: C17H12N4S
Method: DFT, wB97M-V/def2-TZVPD

Orbital gap ... 6.52 eV
Structure (SMILES) ... Nc1ccc(/N=N/c2nc3ccccc3s2)c2ccccc12
Net charge ... 0
Multiplicity ... 1
Calculated total energy ... -1272.21214 hartree

Structure (XYZ):
```
34
C17H12N4S wB97M-V/def2-TZVPD
N -5.29008 1.62731 -1.46180
C -3.97831 1.28149 -1.18322
C -3.46712 1.72263 0.04273
C -2.17742 1.37977 0.43935
C -1.29211 0.64370 -0.40398
N 0.00060 0.34640 -0.03038
N 0.33439 0.60618 1.16724
C 1.59314 0.16172 1.53061
N 1.94126 0.07391 2.79243
C 3.24111 -0.42085 2.94314
C 3.95258 -0.61489 4.11500
C 5.21085 -1.16405 4.07445
C 5.80984 -1.52201 2.85630
C 5.13107 -1.30092 1.65797
C 3.86233 -0.73997 1.73151
S 2.79513 -0.44481 0.41748
C -1.77338 0.19622 -1.65414
C -0.92809 -0.45173 -2.59670
C -1.44970 -0.85409 -3.86992
C -2.76635 -0.59040 -4.20893
C -3.56723 0.06067 -3.27906
C -3.12733 0.49527 -2.01427
H -5.79587 2.02696 -0.69615
H -5.69332 1.43182 -2.35412
H -4.08944 2.32984 0.69039
H -1.85853 1.72527 1.43716
H 3.55969 -0.36164 5.07503
H 5.79834 -1.30392 5.00185
H 6.80978 -1.97432 2.84401
H 5.59544 -1.61851 0.69103
H 0.10602 -0.70443 -2.39953
H -0.79682 -1.34796 -4.57587
H -3.09581 -0.88458 -5.20526
H -4.59464 0.18989 -3.57439
```

=====

net charge of number 1 (C17H12Cl2N2O6S)?
0

=====

Which of these has the highest orbital gap?
C17H12Cl2N2O6S